*a*
DFT (the ωB97M-V functional and the def2-TZVPD basis) results for one molecule with the formula C5H8.

Cartesian coordinates (Å):
C 2.396 -0.389 -0.404
C 1.385 -0.257 0.399
C 0.264 -0.190 1.049
C -0.868 0.609 0.443
C -1.631 -0.024 -0.713
H 2.548 -1.445 -0.566
H 3.168 0.347 -0.598
H 0.204 -0.561 2.067
H -0.424 1.548 0.091
H -1.554 0.871 1.252
H -0.971 -0.222 -1.565
H -2.107 -0.964 -0.418
H -2.410 0.674 -1.037

The calculation puts the HOMO energy at -9.0 eV. The calculation puts the LUMO energy at 1.0501 eV. The SMILES is C=C=CCC.

What are the Mulliken partial charges on each atom? They are as follows, in elementary charge units:
1. C -0.739
2. C 0.130
3. C -0.340
4. C -0.409
5. C -0.999
6. H 0.237
7. H 0.286
8. H 0.347
9. H 0.297
10. H 0.304
11. H 0.295
12. H 0.300
13. H 0.292

***

*b*
DFT (the ωB97M-V functional and the def2-TZVPD basis) results for one molecule with the formula C5H8.

Cartesian coordinates (Å):
C 1.585 0.059 0.057
C 0.089 -0.003 -0.178
C -0.968 1.133 -0.210
C -1.148 -0.095 0.660
C -0.967 -1.137 -0.441
H 2.154 -0.745 0.562
H 1.706 0.901 0.690
H 2.207 0.130 -0.803
H -1.308 1.269 -1.265
H -0.878 2.110 0.419
H -1.483 -0.182 1.652
H -0.544 -2.036 -0.241
H -1.695 -1.155 -1.228

The calculation puts the HOMO energy at -9.0 eV. The calculation puts the LUMO energy at 1.1462 eV. The SMILES is C[C@]12C[C@H]1C2.

What are the Mulliken partial charges on each atom? They are as follows, in elementary charge units:
1. C -1.212
2. C 0.644
3. C -0.532
4. C -0.409
5. C -0.819
6. H 0.319
7. H 0.281
8. H 0.338
9. H 0.218
10. H 0.224
11. H 0.407
12. H 0.323
13. H 0.218

***

Result of the stability comparison: *a* is the most stable of them.

***

*a*
DFT (the ωB97M-V functional and the def2-TZVPD basis) results for a 2-piece molecular cluster, C7H14O4 overall.

Cartesian coordinates (Å):
C -3.605 -0.290 0.634
C -1.246 -0.019 -0.084
C -0.709 -1.396 -0.483
C 0.754 -1.486 -0.580
C 1.393 -0.274 -0.106
C 0.743 1.083 -0.669
C 1.024 2.231 0.325
H -4.508 -0.034 0.186
H -3.827 -1.344 0.424
H -3.379 -0.072 1.710
H -1.058 0.050 1.070
H -1.240 -1.588 -1.410
H -0.964 -2.347 0.315
H 1.098 -1.386 -1.558
H 1.416 -2.284 0.045
H 1.244 -0.103 0.941
H 5.131 -0.122 0.073
H 1.103 1.661 -1.541
H 2.048 2.458 0.434
H 0.780 3.324 -0.124
H 0.526 2.019 1.315
O -2.587 0.206 -0.256
O 2.802 -0.022 -0.202
O 3.553 -1.023 0.597
O -0.494 0.760 -1.055

The calculation puts the HOMO energy at -9.2 eV. The calculation puts the LUMO energy at -2.4490 eV.

What are the Mulliken partial charges on each atom? They are as follows, in elementary charge units:
1. C -0.767
2. C 0.266
3. C -0.494
4. C -0.596
5. C -0.099
6. C 0.232
7. C -1.311
8. H 0.335
9. H 0.310
10. H 0.288
11. H 0.185
12. H 0.313
13. H 0.167
14. H 0.221
15. H 0.275
16. H 0.545
17. H 0.326
18. H 0.288
19. H 0.413
20. H 0.295
21. H 0.264
22. O -0.399
23. O -0.145
24. O -0.477
25. O -0.436

***

*b*
DFT (the ωB97M-V functional and the def2-TZVPD basis) results for one molecule with the formula C7H14O4.

Cartesian coordinates (Å):
C 2.767 0.433 1.486
O 1.793 1.360 1.045
C 0.677 0.784 0.437
C -0.385 0.322 1.424
C -1.179 -0.946 0.963
C -1.356 -0.941 -0.532
O -2.412 0.017 -0.926
O -2.187 1.315 -0.318
C 0.061 -0.807 -1.221
C -0.058 -0.080 -2.528
O 1.090 -0.305 -0.394
H 3.464 1.041 2.125
H 2.348 -0.393 2.020
H 3.261 0.077 0.596
H 0.341 1.585 -0.247
H -1.042 1.183 1.706
H 0.194 0.099 2.313
H -2.149 -0.956 1.450
H -0.617 -1.851 1.312
H -1.771 -1.891 -0.850
H -3.047 1.380 0.143
H 0.399 -1.814 -1.424
H -0.867 -0.479 -3.155
H 0.929 -0.089 -3.073
H -0.254 0.955 -2.350

The calculation puts the HOMO energy at -9.3 eV. The calculation puts the LUMO energy at 0.7373 eV. The SMILES is CO[C@@H]1CC[C@@H](OO)[C@@H](C)O1.

What are the Mulliken partial charges on each atom? They are as follows, in elementary charge units:
1. C -0.733
2. O -0.428
3. C 0.302
4. C -0.464
5. C -0.891
6. C -0.023
7. O -0.373
8. O -0.316
9. C 0.077
10. C -1.289
11. O -0.423
12. H 0.226
13. H 0.322
14. H 0.273
15. H 0.240
16. H 0.183
17. H 0.462
18. H 0.361
19. H 0.321
20. H 0.491
21. H 0.329
22. H 0.362
23. H 0.377
24. H 0.338
25. H 0.278

***

Result of the stability comparison: *b* is the most stable of them.

***

*a*
DFT (the ωB97M-V functional and the def2-TZVPD basis) results for C23H24N9O3Ti as an isolated structure.

Cartesian coordinates (Å):
Ti 0.627 -0.796 -0.352
N -1.761 2.452 2.221
C -0.707 1.962 1.531
N -0.479 0.712 1.326
C -1.389 -0.220 1.848
N -1.059 -1.481 1.860
N 0.145 -1.706 1.338
C 0.930 -2.665 1.792
C 2.279 -2.490 1.400
C 3.362 -3.282 1.830
C 4.641 -2.882 1.540
C 4.833 -1.709 0.797
C 3.729 -1.010 0.351
N 2.476 -1.361 0.646
C -2.611 0.227 2.474
C -3.612 -0.640 2.917
C -4.723 -0.137 3.567
C -4.851 1.225 3.804
C -3.867 2.098 3.368
C -2.760 1.605 2.699
H -1.849 3.441 2.413
H -0.016 2.698 1.141
H 0.593 -3.386 2.528
H 3.166 -4.181 2.393
H 5.490 -3.459 1.872
H 5.826 -1.360 0.570
H 3.849 -0.124 -0.265
H -3.488 -1.698 2.749
H -5.498 -0.808 3.902
H -5.715 1.608 4.325
H -3.954 3.158 3.550
C -3.414 1.193 -1.273
C -2.048 0.674 -1.642
O -1.403 -0.089 -0.914
N -1.574 1.100 -2.813
C -0.274 0.676 -3.297
C 0.851 1.442 -2.643
C 1.738 2.167 -3.429
C 2.794 2.831 -2.828
C 2.925 2.748 -1.450
C 1.985 2.017 -0.737
N 0.962 1.379 -1.309
H -3.926 0.487 -0.626
H -4.020 1.377 -2.155
H -3.299 2.132 -0.734
H -2.113 1.737 -3.382
H -0.237 0.813 -4.378
H -0.156 -0.403 -3.073
H 1.616 2.193 -4.501
H 3.496 3.396 -3.423
H 3.743 3.236 -0.942
H 2.051 1.935 0.347
N -0.174 -2.449 -1.066
N 0.635 -2.301 -2.945
C 1.875 -1.867 -2.594
O 2.921 -2.241 -3.090
O 1.804 -0.909 -1.683
H 0.147 -3.380 -0.798
H -1.155 -2.493 -1.332
H 0.643 -3.194 -3.426

As for the total charge: +1. The calculation puts the HOMO energy (alpha / beta) at -9.1 / -10.8 eV. The calculation puts the LUMO energy (alpha / beta) at -3.5650 / -3.5817 eV. The spin multiplicity is 3.

What are the Mulliken partial charges on each atom? They are as follows, in elementary charge units:
1. Ti 0.092
2. N 0.100
3. C -0.559
4. N 0.056
5. C 0.537
6. N -1.553
7. N 1.209
8. C -0.643
9. C 0.814
10. C -1.138
11. C -0.236
12. C -0.881
13. C 0.095
14. N 0.367
15. C 0.764
16. C -0.464
17. C -0.829
18. C -0.478
19. C -0.950
20. C 0.232
21. H 0.278
22. H 0.426
23. H 0.492
24. H 0.452
25. H 0.436
26. H 0.430
27. H 0.378
28. H 0.514
29. H 0.435
30. H 0.429
31. H 0.417
32. C -1.466
33. C 0.601
34. O -0.323
35. N -0.124
36. C -0.685
37. C 1.095
38. C -0.996
39. C -0.465
40. C -1.187
41. C -0.141
42. N 0.319
43. H 0.325
44. H 0.502
45. H 0.236
46. H 0.271
47. H 0.574
48. H -0.062
49. H 0.446
50. H 0.431
51. H 0.471
52. H 0.550
53. N -0.323
54. N -0.550
55. C 0.625
56. O -0.680
57. O -0.344
58. H 0.231
59. H 0.219
60. H 0.228

***

*b*
DFT (the ωB97M-V functional and the def2-TZVPD basis) results for C23H24N9O3Ti as an isolated structure.

Cartesian coordinates (Å):
Ti 0.451 0.548 -0.506
N -3.964 0.148 -1.248
C -2.692 0.556 -1.372
N -1.823 0.525 -0.416
C -2.216 0.056 0.849
N -1.361 0.083 1.813
N -0.143 0.553 1.420
C 0.620 1.114 2.360
C 1.764 1.774 1.881
C 2.650 2.525 2.683
C 3.677 3.206 2.089
C 3.827 3.138 0.691
C 2.945 2.377 -0.037
N 1.930 1.690 0.518
C -3.587 -0.391 1.058
C -4.063 -0.843 2.286
C -5.378 -1.251 2.413
C -6.232 -1.214 1.317
C -5.781 -0.754 0.092
C -4.463 -0.339 -0.032
H -4.590 0.219 -2.033
H -2.387 0.908 -2.351
H 0.301 1.140 3.395
H 2.477 2.563 3.750
H 4.361 3.797 2.683
H 4.620 3.678 0.193
H 3.034 2.306 -1.112
H -3.383 -0.860 3.126
H -5.744 -1.597 3.370
H -7.257 -1.543 1.416
H -6.446 -0.713 -0.762
C 4.506 -0.818 -2.159
C 3.351 -0.799 -1.201
O 2.397 -0.038 -1.366
N 3.422 -1.619 -0.137
C 2.357 -1.677 0.866
C 1.110 -2.276 0.258
C 0.862 -3.631 0.379
C -0.204 -4.205 -0.292
C -0.950 -3.388 -1.129
C -0.636 -2.050 -1.216
N 0.332 -1.462 -0.484
H 5.100 0.084 -2.005
H 4.124 -0.788 -3.177
H 5.144 -1.689 -2.027
H 4.201 -2.247 -0.049
H 2.168 -0.675 1.246
H 2.706 -2.296 1.687
H 1.512 -4.240 0.994
H -0.427 -5.258 -0.193
H -1.765 -3.788 -1.715
H -1.153 -1.410 -1.913
N -0.165 2.856 -0.813
N 0.463 2.971 -2.078
C 0.349 1.851 -2.945
O 0.526 2.013 -4.130
O 0.054 0.748 -2.325
H -1.158 3.059 -0.870
H 0.255 3.523 -0.180
H 0.372 3.851 -2.563

As for the total charge: +1. The calculation puts the HOMO energy (alpha / beta) at -8.5 / -10.6 eV. The calculation puts the LUMO energy (alpha / beta) at -2.5612 / -3.1018 eV. The spin multiplicity is 3.

What are the Mulliken partial charges on each atom? They are as follows, in elementary charge units:
1. Ti -0.527
2. N 0.102
3. C -0.507
4. N 0.190
5. C 0.193
6. N -1.624
7. N 1.540
8. C -0.785
9. C 0.828
10. C -1.224
11. C -0.344
12. C -1.131
13. C -0.304
14. N 0.877
15. C 0.735
16. C -0.366
17. C -0.800
18. C -0.451
19. C -0.895
20. C -0.036
21. H 0.301
22. H 0.576
23. H 0.391
24. H 0.489
25. H 0.426
26. H 0.454
27. H 0.542
28. H 0.512
29. H 0.431
30. H 0.414
31. H 0.403
32. C -1.358
33. C 0.512
34. O -0.353
35. N -0.098
36. C -0.369
37. C 0.960
38. C -0.973
39. C -0.545
40. C -1.061
41. C -0.264
42. N 0.953
43. H 0.306
44. H 0.322
45. H 0.427
46. H 0.301
47. H -0.499
48. H 0.757
49. H 0.492
50. H 0.447
51. H 0.487
52. H 0.566
53. N -0.424
54. N -0.235
55. C 0.518
56. O -0.687
57. O -0.507
58. H 0.332
59. H 0.313
60. H 0.270

***

Result of the stability comparison: *b* is the most stable of them.